{
  "formula": "C45H120O15",
  "method": "ωB97M-V with the def2-TZVPD basis set",
  "symbols": ["C", "C", "C", "O", "H", "H", "H", "H", "H", "H", "H", "H", "C", "C", "C", "O", "H", "H", "H", "H", "H", "H", "H", "H", "C", "C", "C", "O", "H", "H", "H", "H", "H", "H", "H", "H", "C", "C", "C", "O", "H", "H", "H", "H", "H", "H", "H", "H", "C", "C", "C", "O", "H", "H", "H", "H", "H", "H", "H", "H", "C", "C", "C", "O", "H", "H", "H", "H", "H", "H", "H", "H", "C", "C", "C", "O", "H", "H", "H", "H", "H", "H", "H", "H", "C", "C", "C", "O", "H", "H", "H", "H", "H", "H", "H", "H", "C", "C", "C", "O", "H", "H", "H", "H", "H", "H", "H", "H", "C", "C", "C", "O", "H", "H", "H", "H", "H", "H", "H", "H", "C", "C", "C", "O", "H", "H", "H", "H", "H", "H", "H", "H", "C", "C", "C", "O", "H", "H", "H", "H", "H", "H", "H", "H", "C", "C", "C", "O", "H", "H", "H", "H", "H", "H", "H", "H", "C", "C", "C", "O", "H", "H", "H", "H", "H", "H", "H", "H", "C", "C", "C", "O", "H", "H", "H", "H", "H", "H", "H", "H"],
  "positions_angstrom": [[-0.577, 4.304, -3.151], [-1.389, 3.479, -2.119], [-2.830, 3.980, -1.992], [-1.563, 2.068, -2.449], [-1.139, 4.582, -4.002], [0.260, 3.693, -3.499], [-0.181, 5.185, -2.636], [-0.847, 3.463, -1.149], [-3.404, 3.372, -1.344], [-3.360, 3.936, -2.944], [-2.910, 5.008, -1.638], [-0.692, 1.728, -2.278], [-3.386, -5.509, -1.568], [-3.092, -5.033, -3.016], [-3.992, -5.702, -4.042], [-3.231, -3.634, -3.031], [-2.633, -5.028, -0.867], [-3.333, -6.594, -1.545], [-4.312, -5.178, -1.141], [-2.108, -5.386, -3.257], [-3.684, -5.311, -4.966], [-5.036, -5.505, -3.858], [-3.924, -6.772, -4.162], [-3.199, -3.341, -3.978], [5.928, -0.634, -0.519], [5.541, -1.158, 0.827], [4.311, -0.564, 1.330], [5.211, -2.626, 0.819], [5.174, -0.838, -1.218], [6.839, -1.057, -0.984], [5.980, 0.445, -0.385], [6.397, -1.105, 1.466], [4.192, 0.550, 1.381], [4.148, -1.009, 2.310], [3.405, -0.802, 0.699], [6.077, -3.010, 0.870], [1.286, -4.097, -2.133], [2.195, -4.041, -1.005], [2.877, -5.354, -0.648], [3.120, -2.939, -1.354], [1.841, -4.229, -3.148], [0.782, -3.156, -2.258], [0.501, -4.873, -2.006], [1.653, -3.757, -0.148], [2.287, -5.852, 0.100], [3.843, -5.201, -0.222], [2.992, -6.013, -1.498], [3.879, -2.951, -0.757], [-3.186, -3.045, 3.282], [-3.486, -1.542, 3.261], [-3.787, -1.091, 1.870], [-4.651, -1.280, 3.989], [-2.985, -3.373, 4.299], [-2.267, -3.170, 2.743], [-4.052, -3.592, 2.877], [-2.683, -0.983, 3.762], [-4.567, -0.333, 1.945], [-4.259, -1.858, 1.304], [-2.905, -0.654, 1.359], [-4.877, -1.770, 4.767], [-0.306, 1.198, 0.902], [0.244, 0.271, -0.116], [-0.829, -0.777, -0.611], [0.680, 1.057, -1.258], [0.437, 1.822, 1.325], [-0.819, 0.616, 1.681], [-1.061, 1.838, 0.382], [1.143, -0.253, 0.171], [-0.938, -1.405, 0.310], [-0.491, -1.344, -1.496], [-1.714, -0.206, -0.711], [1.224, 0.467, -1.821], [-0.949, -1.712, 6.566], [-1.531, -0.385, 6.261], [-1.780, 0.554, 7.464], [-0.746, 0.150, 5.242], [-0.165, -1.611, 7.323], [-0.473, -2.193, 5.767], [-1.734, -2.352, 6.960], [-2.568, -0.533, 5.837], [-2.441, 1.438, 7.247], [-0.843, 0.733, 7.941], [-2.293, -0.129, 8.145], [-0.838, 1.135, 5.201], [1.092, -2.547, 2.878], [2.232, -3.532, 2.997], [2.623, -3.859, 4.444], [1.885, -4.772, 2.372], [1.429, -1.524, 3.046], [0.339, -2.781, 3.642], [0.764, -2.705, 1.909], [3.084, -3.219, 2.334], [3.061, -3.001, 5.014], [3.465, -4.557, 4.368], [1.738, -4.245, 4.934], [1.370, -5.321, 3.004], [-2.467, -1.049, -7.433], [-3.311, -1.859, -6.512], [-3.633, -3.324, -7.085], [-2.711, -2.069, -5.219], [-1.566, -1.643, -7.688], [-2.077, -0.182, -6.920], [-2.995, -0.748, -8.383], [-4.207, -1.278, -6.204], [-2.778, -4.047, -6.681], [-3.719, -3.394, -8.143], [-4.449, -3.805, -6.526], [-2.706, -1.233, -4.752], [3.193, 3.407, -2.487], [3.789, 2.600, -1.357], [5.164, 3.039, -0.939], [2.851, 2.644, -0.201], [2.096, 3.376, -2.560], [3.507, 3.115, -3.429], [3.360, 4.483, -2.257], [3.823, 1.523, -1.612], [5.105, 4.137, -0.668], [5.972, 2.928, -1.735], [5.549, 2.506, -0.081], [2.013, 2.375, -0.584], [-5.520, -0.482, -3.772], [-4.567, 0.509, -3.118], [-4.410, 0.222, -1.630], [-3.236, 0.324, -3.762], [-5.281, -1.561, -3.701], [-5.578, -0.324, -4.845], [-6.489, -0.373, -3.324], [-4.955, 1.518, -3.132], [-4.066, 1.070, -1.061], [-3.764, -0.645, -1.449], [-5.377, -0.077, -1.234], [-2.477, 0.840, -3.440], [2.468, 2.364, 3.564], [3.464, 3.373, 4.239], [4.790, 3.239, 3.583], [3.037, 4.733, 3.966], [2.576, 2.366, 2.471], [1.485, 2.679, 3.748], [2.593, 1.299, 3.819], [3.383, 3.392, 5.295], [4.676, 3.621, 2.542], [5.308, 2.231, 3.534], [5.499, 3.905, 4.071], [3.278, 4.875, 3.021], [0.821, -0.119, -4.660], [1.897, -1.152, -4.296], [3.150, -0.989, -5.143], [2.169, -0.819, -2.914], [0.365, -0.194, -5.651], [1.239, 0.939, -4.714], [0.047, -0.146, -3.934], [1.501, -2.159, -4.390], [3.494, 0.044, -5.217], [2.999, -1.351, -6.204], [3.987, -1.530, -4.687], [2.644, -1.536, -2.387], [-2.869, 2.630, 3.255], [-2.241, 3.529, 4.222], [-3.129, 4.091, 5.321], [-1.175, 2.797, 4.826], [-2.260, 1.938, 2.753], [-3.532, 3.128, 2.565], [-3.532, 1.954, 3.819], [-1.856, 4.429, 3.632], [-3.613, 3.293, 5.880], [-3.917, 4.748, 4.906], [-2.577, 4.755, 5.960], [-0.539, 3.396, 5.239], [1.878, 6.447, -0.201], [1.943, 5.782, 1.145], [0.732, 4.911, 1.502], [3.137, 4.994, 1.205], [0.892, 6.876, -0.378], [2.042, 5.666, -0.967], [2.733, 7.187, -0.200], [2.139, 6.606, 1.831], [0.841, 4.003, 1.022], [-0.232, 5.325, 1.401], [0.807, 4.676, 2.589], [2.886, 4.094, 0.939]],
  "forces_ev_per_angstrom": [[0.6, -1.2, 1.5], [-1.0, -0.3, -0.2], [0.6, 0.9, -0.4], [-0.1, 1.5, -0.5], [-0.8, 0.3, -0.8], [0.0, 0.2, 0.0], [0.0, 0.0, -0.2], [-0.4, 0.4, -0.4], [-0.4, -0.7, 0.9], [0.3, 0.0, -0.3], [0.2, 0.1, 0.0], [1.0, -1.0, 0.3], [1.7, 0.9, 0.1], [-1.4, -0.9, 1.6], [-0.4, -0.1, 0.8], [0.1, -0.1, -1.1], [-0.5, -0.9, -0.8], [0.1, -0.1, 0.3], [-0.9, 0.2, -0.3], [1.1, 0.2, -0.1], [0.0, 0.6, -1.6], [-0.4, 0.4, 0.0], [0.5, -0.5, 0.5], [0.2, 0.2, 0.9], [1.1, 0.0, 0.0], [0.2, -2.0, -1.1], [-2.7, 1.5, 0.7], [0.1, 1.5, -0.4], [-1.4, -0.2, -1.0], [-0.1, 0.3, 0.7], [0.4, 0.1, -0.4], [0.3, 0.5, 0.9], [0.8, -0.8, 0.1], [-0.4, 0.3, 0.2], [1.0, -0.3, 0.3], [0.5, -0.9, -0.1], [-0.9, -0.9, -3.1], [2.1, 0.4, 0.0], [-0.2, 0.2, -0.6], [-0.2, -0.8, 0.2], [-0.8, -0.2, 1.7], [-0.4, 0.5, 0.1], [0.6, 0.3, -0.2], [-0.6, 0.7, 1.3], [-0.3, -0.3, 0.3], [0.8, 0.2, 0.4], [0.0, -0.1, -0.4], [0.1, 0.0, 0.3], [-0.2, 0.8, 0.5], [0.3, -1.4, 1.0], [0.4, 1.7, -0.2], [-1.9, 1.4, -0.1], [-0.1, -0.1, 0.2], [0.3, -0.6, -0.6], [0.5, 0.1, -0.1], [0.2, -0.1, -0.5], [0.2, 0.4, 0.0], [0.0, -0.9, -0.7], [-0.6, -0.5, 0.1], [0.7, -0.8, 0.4], [-1.6, -0.2, -0.4], [-0.2, -1.2, -2.3], [2.2, 0.3, 2.2], [0.3, 0.3, -0.1], [0.8, 0.6, 0.6], [0.2, 0.3, 0.0], [0.4, -0.4, 0.5], [0.2, -0.3, 0.7], [-0.2, -0.1, -1.0], [-0.4, 0.3, 0.5], [-1.1, 0.2, -0.7], [-0.1, 0.0, -0.1], [-0.2, -0.1, 2.4], [-2.1, 1.2, -1.2], [-0.8, -1.4, -0.6], [0.9, 1.4, -0.5], [0.0, 0.0, 0.2], [0.3, -0.4, -1.6], [0.1, -0.3, 0.2], [0.6, -0.1, 0.3], [1.0, -0.8, 0.1], [0.7, 0.9, 0.3], [-0.4, 0.4, 0.3], [-0.2, -1.0, -0.1], [1.0, -0.1, 2.0], [0.9, -0.2, -0.1], [1.6, 1.2, -0.7], [-0.8, -0.8, 0.4], [-0.1, 0.1, -0.1], [-0.1, 0.1, -0.4], [-1.3, 0.2, -1.9], [-0.5, 0.1, 1.0], [-0.8, -0.4, -0.5], [-0.5, -0.4, 0.4], [0.0, -0.3, 0.4], [0.4, 0.6, -0.6], [0.9, -0.2, -1.2], [-1.5, -1.4, 0.9], [1.9, -0.3, 3.4], [0.7, -1.0, -1.1], [-0.4, 0.2, -0.2], [-0.2, 0.5, 0.1], [0.5, -0.3, 1.1], [-0.1, -0.5, -1.0], [-1.1, 1.7, -1.3], [-0.2, 0.0, -0.7], [-0.3, 0.6, -0.6], [-0.2, 0.8, 0.6], [-1.2, 1.7, 1.9], [-1.1, -1.6, 0.5], [0.9, 1.8, -0.4], [1.5, 0.4, -0.5], [0.2, -0.6, 0.4], [1.2, -0.3, -1.8], [0.3, -0.6, -0.6], [0.0, 0.4, -0.2], [0.2, -1.1, -0.2], [-1.3, 0.1, 0.7], [-0.2, -0.2, 0.4], [-0.6, -0.4, -0.1], [0.5, -0.4, -0.5], [2.1, -1.4, 0.8], [-0.3, -1.0, 0.0], [-1.3, -0.2, -0.7], [0.5, 0.6, 0.5], [-0.2, 0.4, -0.2], [-0.7, 0.2, 0.1], [0.1, 0.5, -1.0], [0.3, 0.3, 0.1], [0.0, 0.2, -0.2], [-0.3, 0.1, 0.2], [-0.9, 0.5, 0.6], [1.5, -0.2, -0.2], [-1.8, 0.1, -2.1], [2.1, -0.5, -0.4], [0.1, -0.4, -0.5], [0.3, 0.3, 0.1], [-1.5, 0.2, 0.5], [0.1, 0.4, 0.4], [0.5, -0.9, 1.1], [0.2, -0.5, 0.6], [-1.0, 0.9, 0.2], [0.2, 0.1, 0.0], [-0.4, 0.2, 0.5], [1.0, 1.3, -1.2], [-0.1, 1.6, 0.2], [0.3, -0.5, -0.9], [0.6, -0.8, 0.7], [0.1, -0.7, 0.0], [-0.2, -1.2, 0.5], [-0.8, 0.0, 0.7], [-0.1, -0.2, 0.1], [-0.3, 0.1, 0.1], [0.1, 0.2, 1.2], [-0.2, -0.2, -0.2], [-0.7, 0.6, -1.0], [-2.8, -1.2, 0.8], [1.3, 2.3, -0.1], [-1.0, 0.3, -0.9], [0.7, 0.4, 0.1], [1.4, -0.3, -0.8], [0.0, 0.4, -0.3], [-0.1, 0.0, 0.0], [0.1, -1.0, 0.8], [0.1, 0.0, 0.2], [0.2, -0.5, 0.0], [0.5, 0.0, 0.5], [-0.2, 0.0, -0.1], [0.9, -0.2, -0.6], [-0.1, 0.2, 0.1], [1.6, 1.3, 2.7], [-0.2, 0.1, 0.4], [0.2, 0.4, 0.0], [0.0, 0.5, 0.1], [-1.2, -0.6, -0.6], [-0.5, -0.2, 0.6], [-0.2, -1.9, -1.3], [-1.0, 0.7, -0.7], [0.1, 0.1, -0.6], [0.3, -0.2, -0.5]],
  "e_above_lowest_ev": 4.813,
  "multiplicity": 1,
  "lumo_energy_ev": 0.492
}